Entry 1:
This record from OMol25 describes a structure of composition C21H31BClCoN3O2 in a non-equilibrium geometry. The level of theory is ωB97M-V with the def2-TZVPD basis set.

- Expectation value of S²: 6.023
- LUMO level (alpha / beta): 2.828 / 2.763 eV
- Highest occupied orbital energy (alpha / beta): -1.10 / -5.31 eV
- Orbital gap (alpha / beta): 3.9 / 8.1 eV

Geometry as ORCA input:
```
! wB97M-V def2-TZVPD RIJCOSX def2/J DEFGRID3
* xyz -1 5
Co -0.166 0.140 0.252
Cl -1.869 0.274 -1.069
N -0.813 -1.674 0.944
N 0.378 2.047 -0.212
C -0.489 -2.801 0.378
C 1.128 2.337 -1.237
C -2.004 -1.928 1.804
C -2.545 -3.234 1.180
C -3.038 -0.834 1.796
C -1.533 -2.190 3.238
H -3.301 -0.626 0.768
H -2.641 0.057 2.252
H -3.922 -1.167 2.356
H -0.851 -3.039 3.231
H -2.396 -2.420 3.863
H -1.033 -1.304 3.595
C -0.320 3.297 0.204
C -0.200 4.146 -1.081
C 0.471 3.951 1.339
C -1.758 3.115 0.616
H -2.269 2.578 -0.172
H -2.217 4.101 0.765
H -1.814 2.550 1.532
H 1.483 4.148 0.989
H 0.484 3.273 2.177
H -0.008 4.891 1.618
O 0.928 3.544 -1.769
H 0.017 5.207 -0.925
H -1.088 4.052 -1.698
O -1.380 -3.785 0.508
H -3.316 -3.026 0.444
H -2.918 -3.979 1.890
C 0.765 -3.056 -0.305
C 2.174 1.486 -1.775
C 1.837 0.059 -2.112
H 3.001 1.421 -1.037
H 2.598 2.000 -2.662
C 1.340 -0.754 -1.057
C 1.168 -2.118 -1.410
H 1.440 -0.412 0.146
C 1.413 -2.614 -2.690
C 1.864 -1.761 -3.679
C 1.329 -4.087 -3.012
C 2.086 -0.427 -3.397
H 2.161 -2.162 -4.634
C 2.717 0.426 -4.472
H 2.847 -0.164 -5.383
H 3.716 0.762 -4.174
H 2.131 1.312 -4.728
H 2.050 -4.663 -2.423
H 1.584 -4.251 -4.063
H 0.339 -4.517 -2.837
H 0.743 -4.102 -0.672
H 1.593 -3.008 0.433
B -0.343 1.652 4.869
C -0.259 1.161 3.442
N -0.194 0.786 2.346
H 0.475 0.967 5.561
H -1.545 1.479 5.267
H -0.030 2.887 4.886
*
```

Entry 2:
This record from OMol25 describes an isolated molecule of C21H31BFNO11S in a non-equilibrium geometry. The level of theory is ωB97M-V with the def2-TZVPD basis set.

- LUMO level: -1.317 eV
- Highest occupied orbital energy: -8.12 eV
- Structure (SMILES): CC(C)(C)CC(C)(C)c1ccc(OCCOCC[C@@]2(B(O)O)OC(=O)O[C@@]2(ON=O)S(=O)(=O)F)cc1
- ΔE to the lowest compared entry with this formula, charge and spin: 8.684 eV
- Orbital gap: 6.8 eV

Geometry as ORCA input:
```
! wB97M-V def2-TZVPD RIJCOSX def2/J DEFGRID3
* xyz 0 1
C 3.086 -0.604 -0.904
C 3.921 -0.468 0.461
C 5.119 -1.578 0.359
C 2.975 -0.959 1.668
C 4.650 0.942 0.690
C 3.845 2.244 0.210
C 4.580 3.515 0.944
C 4.007 2.561 -1.381
C 2.318 2.313 0.686
C 1.899 2.329 2.207
C 0.441 2.422 2.706
C -0.757 2.550 1.711
O -2.125 2.678 2.178
C -2.855 1.689 1.355
C -4.219 1.192 2.035
O -4.728 0.105 1.186
C -4.107 -1.153 1.533
C -4.008 -2.209 0.329
C -3.454 -1.610 -1.054
B -4.811 -1.209 -1.916
O -6.092 -0.939 -1.266
O -4.811 -1.138 -3.368
O -2.507 -0.499 -0.879
C -1.340 -1.229 -0.409
O -0.449 -0.875 0.372
O -1.357 -2.574 -0.973
C -2.450 -2.540 -1.942
O -1.910 -1.679 -2.972
N -2.007 -2.229 -4.216
O -1.827 -1.370 -5.025
S -2.978 -4.270 -2.364
O -4.086 -4.272 -3.371
O -1.759 -4.968 -2.919
F -3.378 -5.085 -0.943
C -0.378 2.530 0.186
C 1.105 2.417 -0.315
H 3.782 -0.245 -1.760
H 2.086 -0.057 -0.898
H 2.954 -1.738 -1.099
H 4.734 -2.598 0.024
H 5.516 -1.679 1.443
H 6.016 -1.195 -0.252
H 3.449 -1.904 2.146
H 1.981 -1.326 1.217
H 2.847 -0.212 2.520
H 4.896 1.054 1.810
H 5.658 0.901 0.129
H 5.571 3.659 0.395
H 4.701 3.234 2.047
H 3.896 4.410 0.762
H 3.281 1.909 -1.988
H 5.058 2.323 -1.759
H 3.684 3.652 -1.589
H 2.725 2.271 2.992
H 0.174 2.400 3.828
H -3.115 2.119 0.331
H -2.157 0.772 1.307
H -4.005 0.831 3.102
H -5.010 2.026 2.139
H -3.082 -1.034 2.049
H -4.789 -1.640 2.335
H -5.012 -2.753 0.235
H -3.252 -3.018 0.671
H -6.474 -1.828 -1.086
H -5.719 -1.418 -3.622
H -1.230 2.626 -0.580
H 1.283 2.432 -1.448
*
```

Entry 3:
This record from OMol25 describes a structure of composition C21H31Cl2IrNO4SSiTe in a non-equilibrium geometry. The level of theory is ωB97M-V with the def2-TZVPD basis set.

- Expectation value of S²: 8.806
- LUMO level (alpha / beta): -0.520 / -2.534 eV
- Highest occupied orbital energy (alpha / beta): -5.85 / -7.71 eV
- ΔE to the lowest compared entry with this formula, charge and spin: 0.099 eV
- Orbital gap (alpha / beta): 5.3 / 5.2 eV

Geometry as ORCA input:
```
! wB97M-V def2-TZVPD RIJCOSX def2/J DEFGRID3
* xyz 0 6
Ir 1.796 -0.616 0.026
Cl 2.366 -1.047 4.980
C 3.581 -1.311 3.779
C 4.855 -1.758 4.070
C 5.927 -1.495 3.142
Cl 7.485 -1.342 3.840
C 5.603 -1.478 1.754
C 6.507 -1.662 0.709
C 6.000 -1.863 -0.567
C 4.675 -1.535 -0.845
N 3.837 -1.174 0.135
C 4.286 -1.199 1.391
C 3.280 -1.044 2.381
O 2.116 -0.536 2.026
H 5.140 -2.033 5.071
H 7.553 -1.878 0.960
H 6.686 -2.195 -1.364
H 4.232 -1.609 -1.862
C -1.856 -2.841 0.376
C -2.443 -1.897 -0.686
C -4.001 -1.809 -0.701
C -1.828 -2.220 -2.046
O -2.136 -0.520 -0.268
Si -1.493 0.920 -0.550
S 0.680 0.814 -1.048
O -2.054 1.614 -1.876
C -2.031 1.922 -3.268
C -1.321 3.248 -3.461
C -3.480 2.028 -3.677
C -1.331 0.845 -4.055
O -1.634 1.979 0.666
C -1.585 1.983 2.072
C -1.218 0.582 2.641
C -0.680 3.093 2.559
C -3.007 2.445 2.549
H -2.420 -3.771 0.453
H -1.956 -2.290 1.313
H -0.785 -3.060 0.172
H -4.502 -2.790 -0.955
H -4.326 -0.934 -1.295
H -4.296 -1.526 0.335
H -2.152 -3.169 -2.482
H -0.730 -2.281 -1.992
H -2.125 -1.381 -2.717
H -1.525 4.129 -2.780
H -1.449 3.588 -4.512
H -0.229 3.158 -3.316
H -4.019 2.868 -3.217
H -4.060 1.125 -3.366
H -3.526 2.168 -4.781
H -0.378 0.563 -3.565
H -1.063 1.252 -5.066
H -1.965 -0.068 -4.182
H -0.194 0.256 2.467
H -1.941 -0.178 2.359
H -1.284 0.672 3.731
H 0.373 2.911 2.350
H -0.789 3.252 3.632
H -0.948 4.047 2.045
H -3.746 1.656 2.240
H -3.348 3.424 2.168
H -3.022 2.511 3.713
Te 1.900 -2.546 -1.603
*
```

Entry 4:
This record from OMol25 describes a structure of composition C21H31CoF5P2S in a non-equilibrium geometry. The level of theory is ωB97M-V with the def2-TZVPD basis set.

- Expectation value of S²: 3.789
- LUMO level (alpha / beta): -0.162 / -0.445 eV
- Highest occupied orbital energy (alpha / beta): -6.32 / -8.08 eV
- ΔE to the lowest compared entry with this formula, charge and spin: 1.302 eV
- Orbital gap (alpha / beta): 6.2 / 7.6 eV

Geometry as ORCA input:
```
! wB97M-V def2-TZVPD RIJCOSX def2/J DEFGRID3
* xyz 0 4
P 1.197 2.619 -3.255
P 1.082 -0.396 -4.051
C 2.003 2.135 -4.874
C 1.419 0.834 -5.422
H 3.081 2.033 -4.676
H 1.858 2.960 -5.583
H 0.462 1.013 -5.934
H 2.109 0.363 -6.135
C 2.654 -1.350 -4.195
H 2.558 -2.274 -3.607
H 3.489 -0.761 -3.791
H 2.844 -1.595 -5.250
C 0.013 -1.539 -5.017
H 0.498 -1.809 -5.967
H -0.952 -1.050 -5.213
H -0.164 -2.442 -4.414
C 2.432 3.881 -2.744
H 2.039 4.415 -1.866
H 2.620 4.590 -3.565
H 3.367 3.375 -2.461
C -0.058 3.775 -3.954
H -0.852 3.207 -4.460
H 0.424 4.461 -4.665
H -0.506 4.345 -3.128
Co -0.683 -0.343 2.393
C -1.082 -1.447 0.467
C 0.273 -1.583 0.746
C 1.382 -0.717 0.205
C 1.713 0.515 1.086
C 0.528 1.045 1.846
C -0.772 1.213 1.267
C -1.070 0.983 -0.194
C -1.664 -0.416 -0.451
C -1.289 0.717 3.927
H -1.765 -2.266 0.738
H 0.623 -2.534 1.179
H 1.182 -0.401 -0.829
H 2.295 -1.329 0.158
H 2.476 0.223 1.826
H 2.181 1.289 0.462
H 0.803 1.702 2.680
H -1.434 1.958 1.726
H -0.176 1.141 -0.808
H -1.801 1.729 -0.528
H -2.750 -0.387 -0.268
H -1.547 -0.676 -1.516
H -2.243 0.263 4.244
H -1.402 1.795 3.726
H -0.525 0.550 4.709
F -3.604 -3.345 8.646
C -2.962 -3.066 7.494
C -3.280 -3.765 6.330
F -4.187 -4.766 6.360
C -2.615 -3.459 5.145
F -2.882 -4.193 4.042
C -1.616 -2.461 5.078
S -0.827 -2.196 3.569
C -1.238 -1.865 6.303
F -0.108 -1.113 6.370
C -1.941 -2.113 7.478
F -1.611 -1.472 8.620
*
```

Asked for total energy across the records above, the calculation gives -3001.40799; -2223.70367; -3154.94820; -3781.56691 hartree in order.